Molecular formula: C2H5NS2
Method: DFT, the ωB97M-V functional and the def2-TZVPD basis

Geometry as XYZ:
```
10
Properties=species:S:1:pos:R:3
C -0.71 -1.26 0.59
C -0.53 1.02 -0.60
H -0.64 -2.64 0.70
H 0.57 -1.02 1.29
H -1.74 -0.88 1.13
H -1.44 1.70 -0.98
H 1.65 1.17 2.31
N 0.39 1.52 0.04
S -0.99 -0.70 -1.09
S 1.39 0.23 0.80
```

## Properties
Energy relative to the best compared isomer or geometry (same formula, charge and spin), kJ/mol: 733.96
E, a.u.: -930.05990



Molecular formula: C3H17NO4
Method: DFT, the ωB97M-V functional and the def2-TZVPD basis

Geometry as XYZ:
```
25
Properties=species:S:1:pos:R:3
C -0.46 1.34 0.16
N -1.14 0.14 -0.28
C -0.50 -0.54 -1.43
C -1.53 -0.66 0.86
H 0.01 1.85 -0.68
H 0.43 1.05 0.73
H -1.08 2.01 0.76
H 0.01 -1.42 -1.05
H -1.31 -0.88 -2.08
H 0.15 0.10 -2.02
H -2.45 -0.26 1.31
H -0.79 -0.65 1.67
H -1.75 -1.68 0.56
O 2.86 0.90 -0.70
H 2.66 -0.04 -0.58
H 3.40 0.95 -1.49
O 2.64 0.92 2.42
H 3.42 1.45 2.21
H 2.17 1.00 1.59
O -3.74 -0.11 -1.18
H -4.09 0.44 -1.88
H -2.85 0.23 -0.93
O 1.51 -1.98 0.37
H 1.03 -1.34 0.91
H 1.37 -2.85 0.74
```

## Properties
Energy relative to the best compared isomer or geometry (same formula, charge and spin), kJ/mol: 88.83
E, a.u.: -480.17323
SMILES: CN(C)C.O.O.O.O



Molecular formula: C17H38Cl6N3O4Pd
Method: DFT, the ωB97M-V functional and the def2-TZVPD basis

Geometry as XYZ:
```
69
Properties=species:S:1:pos:R:3
Pd -1.13 2.18 1.64
C 0.20 -1.49 -0.91
C 0.25 0.04 -0.79
O -0.55 0.59 0.17
H 0.62 -1.76 -1.87
H -0.84 -1.82 -0.89
H 0.66 -1.91 -0.02
H -0.02 0.49 -1.76
H 1.30 0.31 -0.61
Cl 0.13 -3.38 3.11
C 0.33 -1.64 2.98
C 0.72 -0.99 4.30
Cl 2.30 -1.52 4.90
H -0.60 -1.17 2.66
H 1.07 -1.39 2.22
H -0.02 -1.11 5.09
H 0.79 0.09 4.17
Cl -3.90 -2.31 -0.86
C -4.12 -1.28 0.57
C -3.22 -1.68 1.72
Cl -3.77 -3.26 2.33
H -5.17 -1.25 0.85
H -3.86 -0.27 0.24
H -3.30 -1.00 2.57
H -2.17 -1.83 1.48
Cl -3.49 -0.29 -4.63
C -2.73 0.10 -3.06
C -2.19 1.53 -3.05
Cl -0.80 1.81 -4.10
H -1.95 -0.63 -2.88
H -3.55 -0.06 -2.36
H -1.89 1.82 -2.04
H -2.98 2.20 -3.39
C -2.52 -4.03 -3.66
O -2.34 -3.54 -4.75
N -1.60 -4.73 -2.95
C -1.91 -5.13 -1.59
C -0.25 -4.89 -3.43
H -3.47 -3.90 -3.13
H -2.94 -4.90 -1.34
H -1.24 -4.67 -0.85
H -1.76 -6.21 -1.49
H 0.13 -5.90 -3.25
H -0.19 -4.70 -4.50
H 0.40 -4.14 -2.98
C 1.08 4.51 0.34
O 0.13 3.84 0.72
N 1.76 4.33 -0.80
C 2.84 5.22 -1.18
C 1.36 3.30 -1.73
H 1.50 5.31 0.96
H 3.76 4.65 -1.31
H 3.02 5.92 -0.36
H 2.61 5.75 -2.10
H 2.06 2.46 -1.67
H 0.37 2.89 -1.53
H 1.24 3.63 -2.76
C 1.80 2.23 3.44
O 0.92 1.90 2.65
N 3.11 2.22 3.16
C 4.14 2.39 4.18
C 3.65 1.88 1.86
H 1.63 2.56 4.48
H 4.53 1.39 4.40
H 3.79 2.87 5.09
H 4.98 2.97 3.80
H 4.39 1.09 1.96
H 2.87 1.54 1.18
H 4.07 2.76 1.37
```

## Properties
Net charge: +1
E, a.u.: -4024.46537
2S+1: 3
⟨S²⟩: 2.008



Molecular formula: C3H4O2
Method: DFT, the ωB97M-V functional and the def2-TZVPD basis

Geometry as XYZ:
```
9
Properties=species:S:1:pos:R:3
C -1.42 0.24 -0.71
C -0.22 0.70 -0.86
C 1.09 -0.51 0.60
O -2.49 -0.03 -1.20
O 0.98 0.53 -0.46
H -1.22 1.08 0.18
H 0.62 0.11 1.39
H 2.10 -0.72 0.84
H 0.56 -1.39 0.22
```

## Properties
Energy relative to the best compared isomer or geometry (same formula, charge and spin), kJ/mol: 446.30
E, a.u.: -267.02279



Molecular formula: C4H13N3O
Method: DFT, the ωB97M-V functional and the def2-TZVPD basis

Geometry as XYZ:
```
21
Properties=species:S:1:pos:R:3
N -1.63 -1.59 -0.96
C -1.25 -0.90 -2.02
N -0.61 0.22 -2.12
C 0.11 0.83 -0.98
C 1.13 -0.09 -0.42
C 1.20 -0.40 1.02
N 1.95 0.68 1.78
H -2.29 -2.30 -1.21
H -1.12 -1.63 -0.10
H -1.58 -1.28 -2.99
H 0.69 1.74 -1.45
H -0.59 1.38 -0.27
H 2.09 0.34 -0.71
H 1.13 -1.05 -1.07
H 1.50 -1.44 1.29
H 0.17 -0.41 1.46
H 1.82 1.62 1.32
H 2.93 0.48 1.78
O -2.16 1.46 1.66
H -1.27 1.76 2.04
H -2.20 0.56 1.97
```

## Properties
Energy relative to the best compared isomer or geometry (same formula, charge and spin), kJ/mol: 257.12
E, a.u.: -399.64935
SMILES: N/C=N\CCCN.O



Molecular formula: C24H29N3O5
Method: DFT, the ωB97M-V functional and the def2-TZVPD basis

Geometry as XYZ:
```
61
Properties=species:S:1:pos:R:3
C -7.72 -3.73 0.77
C -6.60 -2.69 0.71
C -5.23 -3.33 0.90
C -4.11 -2.30 0.86
C -2.74 -2.95 1.06
N -1.67 -1.97 1.05
C -1.10 -1.67 -0.18
O -1.44 -2.22 -1.21
N -0.11 -0.73 -0.17
C 0.35 -0.10 0.96
C 1.40 0.80 0.91
C 1.86 1.42 2.06
C 2.97 2.41 1.93
O 2.88 3.57 2.28
N 4.09 1.89 1.37
C 5.18 2.71 0.89
C 5.51 2.38 -0.58
C 4.25 2.28 -1.38
C 3.52 3.41 -1.70
C 2.27 3.31 -2.31
C 1.73 2.06 -2.59
O 0.49 1.84 -3.12
C -0.31 2.95 -3.43
C 2.48 0.91 -2.29
O 1.84 -0.28 -2.54
C 2.56 -1.48 -2.40
C 3.73 1.03 -1.71
C 1.25 1.15 3.28
C 0.21 0.24 3.34
C -0.24 -0.40 2.19
C -1.33 -1.38 2.26
O -1.90 -1.68 3.28
H -8.69 -3.26 0.63
H -7.58 -4.48 -0.01
H -7.72 -4.23 1.73
H -6.63 -2.18 -0.26
H -6.76 -1.94 1.49
H -5.06 -4.08 0.12
H -5.20 -3.85 1.86
H -4.11 -1.78 -0.11
H -4.26 -1.55 1.64
H -2.54 -3.67 0.25
H -2.71 -3.46 2.03
H 0.29 -0.50 -1.08
H 1.85 1.05 -0.05
H 4.09 0.92 1.10
H 4.85 3.75 0.99
H 6.07 2.56 1.51
H 6.06 1.43 -0.62
H 6.16 3.16 -0.97
H 3.90 4.39 -1.46
H 1.73 4.21 -2.54
H -1.24 2.54 -3.83
H 0.16 3.58 -4.19
H -0.53 3.55 -2.54
H 2.85 -1.65 -1.36
H 1.88 -2.27 -2.72
H 3.46 -1.49 -3.03
H 4.30 0.15 -1.48
H 1.59 1.66 4.17
H -0.27 0.00 4.28
```

## Properties
Energy relative to the best compared isomer or geometry (same formula, charge and spin), kJ/mol: 0.47
E, a.u.: -1472.49681
SMILES: CCCCCn1c(=O)[nH]c2cc(C(=O)NCCc3ccc(OC)c(OC)c3)ccc2c1=O



Molecular formula: C13H18NO
Method: DFT, the ωB97M-V functional and the def2-TZVPD basis

Geometry as XYZ:
```
33
Properties=species:S:1:pos:R:3
C -2.52 -0.02 1.94
C -2.56 0.82 0.91
C -1.29 1.22 0.10
C -0.43 2.35 0.71
C 0.78 1.46 0.99
C -0.06 0.25 0.51
C -0.23 -0.73 1.59
C -1.34 -0.77 2.31
N 0.94 -0.54 -0.78
C 0.58 -2.02 -0.91
C 1.99 -2.35 -0.28
C 2.33 -0.83 -0.40
C 0.62 0.36 -1.88
C -0.93 0.61 -2.17
O -1.53 1.46 -1.23
H -3.32 -0.12 2.58
H -3.48 1.49 0.55
H -1.02 2.81 1.64
H -0.22 3.13 -0.14
H 1.64 1.61 0.35
H 0.85 1.43 2.07
H 0.69 -1.36 1.77
H -1.48 -1.30 3.20
H 0.71 -2.02 -2.01
H -0.43 -2.30 -0.67
H 2.07 -2.69 0.79
H 2.32 -3.12 -0.94
H 2.40 -0.27 0.56
H 3.14 -0.70 -1.18
H 1.01 0.00 -2.80
H 1.04 1.38 -1.84
H -0.88 1.17 -3.05
H -1.38 -0.41 -2.29
```

## Properties
Energy relative to the best compared isomer or geometry (same formula, charge and spin), kJ/mol: 403.13
Net charge: +1
E, a.u.: -635.72093
SMILES: C1=C[C@@]23CC[C@]2(C=C1)[N+]1(CCC1)CCO3



Molecular formula: C6F18O18S6Zn
Method: DFT, the ωB97M-V functional and the def2-TZVPD basis

Geometry as XYZ:
```
49
Properties=species:S:1:pos:R:3
Zn 0.28 0.24 -0.19
C 1.27 -4.28 -0.71
F 1.57 -4.84 0.44
F 1.60 -5.15 -1.66
F -0.01 -4.06 -0.91
S 2.25 -2.59 -0.97
O 3.37 -2.69 -0.04
O 2.61 -2.49 -2.42
O 1.25 -1.54 -0.66
C -2.04 -0.42 3.63
F -1.62 -1.34 4.56
F -3.30 -0.13 3.88
F -1.38 0.71 3.62
S -1.88 -1.23 1.86
O -1.95 -2.69 1.98
O -3.00 -0.64 1.12
O -0.62 -0.71 1.32
C 2.10 0.13 3.73
F 1.12 0.92 4.04
F 3.00 0.14 4.67
F 1.66 -1.15 3.62
S 2.85 0.71 2.02
O 3.70 -0.41 1.62
O 1.71 0.83 1.10
O 3.56 1.99 2.30
C -2.73 -2.51 -2.36
F -3.87 -2.78 -3.02
F -2.74 -3.10 -1.21
F -1.77 -3.04 -3.18
S -2.38 -0.62 -2.22
O -3.57 -0.08 -1.60
O -1.22 -0.55 -1.33
O -2.04 -0.02 -3.52
C -1.52 3.94 1.61
F -2.49 4.83 1.63
F -0.32 4.53 1.40
F -1.55 3.21 2.75
S -1.89 2.79 0.12
O -1.99 3.73 -0.99
O -0.73 1.89 0.05
O -3.15 2.08 0.44
C 2.39 2.91 -3.36
F 1.74 3.80 -2.56
F 2.27 3.36 -4.59
F 3.67 2.84 -3.03
S 1.58 1.16 -3.25
O 0.47 1.21 -4.23
O 2.59 0.19 -3.64
O 1.15 0.92 -1.88
```

## Properties
Energy relative to the best compared isomer or geometry (same formula, charge and spin), kJ/mol: 353.38
Net charge: -4
E, a.u.: -7549.02666



Molecular formula: CHCl3N4
Method: DFT, the ωB97M-V functional and the def2-TZVPD basis

Geometry as XYZ:
```
9
Properties=species:S:1:pos:R:3
C 0.46 -0.43 0.16
N -0.63 -1.14 0.35
N 0.03 0.87 -0.26
N -1.61 -0.31 0.02
N -1.29 0.92 -0.31
Cl 0.94 2.23 -0.80
Cl -3.17 -0.82 -0.25
Cl 3.31 -0.63 0.70
H 1.96 -0.68 0.40
```

## Properties
Energy relative to the best compared isomer or geometry (same formula, charge and spin), kJ/mol: 0.00
E, a.u.: -1638.10937



Molecular formula: C8H16OS
Method: DFT, the ωB97M-V functional and the def2-TZVPD basis

Geometry as XYZ:
```
26
Properties=species:S:1:pos:R:3
C -4.17 -0.34 0.77
C -3.40 0.33 -0.35
C -1.97 0.37 0.07
S -1.09 -1.13 0.09
O -2.08 -2.03 -0.55
C 0.42 -0.88 -0.81
C 1.70 -0.86 -0.04
C 2.56 0.30 -0.42
C 2.56 -2.19 -0.57
C 1.52 -0.89 1.52
H -3.58 -0.24 1.68
H -4.05 -1.40 0.68
H -5.07 0.21 0.87
H -3.65 1.37 -0.48
H -3.60 -0.24 -1.24
H -1.47 1.33 0.34
H 0.26 0.03 -1.36
H 3.57 0.12 -0.40
H 2.46 0.98 0.41
H 2.24 0.89 -1.34
H 3.31 -1.79 -1.23
H 3.04 -2.39 0.34
H 2.00 -2.99 -1.02
H 2.46 -0.59 1.88
H 1.13 -1.87 1.97
H 0.75 -0.09 1.77
```

## Properties
Energy relative to the best compared isomer or geometry (same formula, charge and spin), kJ/mol: 626.46
E, a.u.: -787.61390
SMILES: CCC=S(=O)=CC(C)(C)C



Molecular formula: C8H12NS
Method: DFT, the ωB97M-V functional and the def2-TZVPD basis

Geometry as XYZ:
```
22
Properties=species:S:1:pos:R:3
C -2.22 -0.21 -0.07
C -0.01 0.61 -0.42
C -2.38 1.30 0.09
C 3.06 -0.22 0.26
C 2.42 1.03 -0.16
C 1.75 -1.06 0.04
C 1.27 0.14 -0.71
C -3.48 -1.00 0.11
N -1.06 -0.69 -0.28
S -0.62 2.03 0.00
H -2.86 1.58 -0.84
H -2.86 1.50 0.95
H 3.87 -0.76 -0.38
H 3.34 -0.28 1.32
H 2.01 1.57 0.77
H 2.95 1.67 -0.93
H 1.78 -1.92 -0.60
H 1.06 -1.52 0.90
H 1.37 0.02 -1.81
H -4.39 -0.46 0.44
H -3.24 -1.90 0.73
H -3.60 -1.44 -0.93
```

## Properties
Energy relative to the best compared isomer or geometry (same formula, charge and spin), kJ/mol: 297.38
Net charge: +1
E, a.u.: -764.59871



Molecular formula: C12H14N2O4
Method: DFT, the ωB97M-V functional and the def2-TZVPD basis

Geometry as XYZ:
```
32
Properties=species:S:1:pos:R:3
C 2.77 2.73 0.20
O 1.89 1.71 0.59
C 2.08 0.46 0.09
C 3.04 0.11 -0.84
C 3.13 -1.19 -1.30
C 2.27 -2.16 -0.83
C 1.30 -1.83 0.11
C 1.20 -0.53 0.58
O 0.30 -0.09 1.52
C -0.77 -0.93 1.87
C -1.62 -1.30 0.66
O -1.91 -2.44 0.37
N -1.95 -0.25 -0.15
C -2.42 -0.48 -1.50
C -2.28 0.90 -2.15
N -2.26 1.76 -0.99
C -2.02 1.12 0.18
O -1.95 1.61 1.27
H 3.80 2.50 0.46
H 2.45 3.62 0.75
H 2.71 2.93 -0.88
H 3.72 0.86 -1.23
H 3.88 -1.45 -2.03
H 2.33 -3.17 -1.18
H 0.64 -2.60 0.47
H -1.37 -0.34 2.58
H -0.43 -1.86 2.35
H -3.47 -0.82 -1.49
H -1.82 -1.25 -1.98
H -1.35 0.99 -2.72
H -3.12 1.14 -2.81
H -2.24 2.77 -1.05
```

## Properties
Energy relative to the best compared isomer or geometry (same formula, charge and spin), kJ/mol: 0.00
E, a.u.: -876.15905
SMILES: COc1ccccc1OCC(=O)N1CCNC1=O



Molecular formula: C50H46KN8O5PSe
Method: DFT, the ωB97M-V functional and the def2-TZVPD basis

Geometry as XYZ:
```
112
Properties=species:S:1:pos:R:3
K 0.64 -0.72 0.48
C 1.13 1.62 4.89
C 1.60 1.15 3.51
O 0.72 0.77 2.71
C 2.98 1.22 3.28
C 3.66 0.97 2.04
C 5.14 1.28 2.01
N 3.04 0.56 0.98
N 3.86 0.40 -0.15
C 3.17 0.33 -1.25
O 1.92 0.47 -1.44
C 3.98 0.01 -2.49
C 5.37 -0.14 -2.47
C 6.06 -0.47 -3.62
C 5.39 -0.66 -4.82
C 4.01 -0.51 -4.86
C 3.31 -0.17 -3.70
H 0.04 1.65 4.89
H 1.52 2.62 5.12
H 1.46 0.95 5.69
H 3.59 1.59 4.10
H 5.49 1.60 2.99
H 5.35 2.06 1.28
H 5.71 0.40 1.69
H 5.87 0.00 -1.52
H 7.14 -0.59 -3.58
H 5.93 -0.93 -5.72
H 3.47 -0.66 -5.78
H 2.24 -0.04 -3.70
Se 0.87 -5.54 -6.82
N 0.29 -3.87 -6.51
C 0.47 -3.63 -5.24
C 0.09 -2.38 -4.60
C -0.47 -1.32 -5.31
C -0.81 -0.18 -4.62
C -0.65 -0.16 -3.24
N -0.15 -1.17 -2.55
C 0.27 -2.24 -3.21
C 0.97 -3.29 -2.44
N 1.31 -2.99 -1.19
C 1.92 -3.91 -0.47
C 2.26 -5.17 -0.95
C 1.97 -5.47 -2.26
C 1.32 -4.51 -3.04
C 1.05 -4.71 -4.46
N 1.34 -5.80 -5.11
H -0.60 -1.41 -6.38
H -1.23 0.69 -5.12
H -0.93 0.71 -2.67
H 2.14 -3.64 0.56
H 2.74 -5.89 -0.30
H 2.24 -6.42 -2.71
N -2.88 -2.12 -0.68
C -2.35 -3.47 -0.47
C -1.19 -3.61 0.55
O -0.74 -4.75 0.71
O -0.81 -2.54 1.09
H -2.13 -1.57 -1.07
H -3.02 -1.71 0.24
H -2.00 -3.87 -1.42
H -3.15 -4.14 -0.14
C -1.63 -3.23 4.16
C -2.27 -1.87 4.44
C -1.28 -0.93 5.11
C -2.82 -1.29 3.12
C -4.35 -1.37 2.94
O -4.76 -0.02 2.64
C -3.60 0.71 2.66
N -2.53 0.13 2.94
C -3.74 2.15 2.35
C -4.88 2.81 2.81
C -5.06 4.15 2.56
C -4.11 4.85 1.83
C -2.99 4.19 1.36
C -2.77 2.83 1.62
P -1.33 1.98 0.79
C -1.95 2.38 -0.90
C -3.04 1.62 -1.33
C -3.57 1.78 -2.60
C -3.01 2.71 -3.47
C -1.92 3.46 -3.06
C -1.40 3.31 -1.78
C 0.02 3.19 1.03
C 1.14 3.04 0.21
C 2.26 3.83 0.42
C 2.28 4.76 1.45
C 1.19 4.88 2.29
C 0.06 4.10 2.09
H -1.21 -3.66 5.07
H -0.83 -3.12 3.42
H -2.35 -3.94 3.74
H -3.12 -2.03 5.12
H -0.44 -0.72 4.45
H -0.90 -1.39 6.03
H -1.73 0.03 5.36
H -2.30 -1.81 2.31
H -4.88 -1.70 3.85
H -4.66 -2.00 2.10
H -5.63 2.24 3.35
H -5.95 4.66 2.92
H -4.24 5.90 1.61
H -2.26 4.73 0.76
H -3.46 0.86 -0.68
H -4.40 1.17 -2.92
H -3.41 2.83 -4.47
H -1.47 4.18 -3.74
H -0.54 3.89 -1.47
H 1.18 2.26 -0.54
H 3.13 3.66 -0.20
H 3.17 5.35 1.63
H 1.22 5.57 3.13
H -0.77 4.18 2.77
```

## Properties
Energy relative to the best compared isomer or geometry (same formula, charge and spin), kJ/mol: 66.24
Net charge: -2
E, a.u.: -6090.04615